C39H67F9N4O10P | ωB97M-V/def2-TZVPD

CARTESIAN COORDINATES (ANGSTROEM)
C 0.01 3.70 7.28
C -0.81 2.80 8.25
O 0.00 1.73 8.73
C -0.32 0.54 8.03
C 0.58 -0.62 8.47
O 0.01 -1.91 8.26
C -0.60 -2.03 7.01
C -0.69 -3.52 6.61
O -1.81 -3.63 5.72
C -1.61 -4.48 4.63
C -1.95 -3.78 3.28
C -2.20 -2.29 3.42
C -2.10 -1.63 2.03
C -2.63 -0.19 2.16
C -3.13 0.54 0.88
C -2.45 0.21 -0.47
C -1.60 1.37 -1.04
C -0.26 1.61 -0.28
C 0.98 1.60 -1.21
C 2.13 0.68 -0.70
C 3.02 0.15 -1.84
C 4.52 0.23 -1.53
C 4.94 -0.66 -0.34
C 4.92 -2.16 -0.70
C 3.88 -2.99 0.08
N 3.87 -2.77 1.51
C 4.72 -3.23 2.47
C 4.30 -2.79 3.67
C 3.11 -1.99 3.48
C 2.94 -2.01 2.14
P -0.26 -1.58 1.69
O 0.37 -0.62 2.63
N -2.90 -2.53 1.12
C -3.64 -3.47 1.70
N -4.96 -3.59 1.32
N -3.17 -4.37 2.63
H -0.42 3.66 6.27
H 0.01 4.73 7.64
H 1.04 3.34 7.21
H -1.70 2.45 7.70
H -1.17 3.40 9.09
H -1.39 0.30 8.19
H -0.16 0.70 6.94
H 0.72 -0.52 9.55
H 1.55 -0.52 7.98
H -0.03 -1.54 6.20
H -1.63 -1.65 6.97
H -0.89 -4.13 7.49
H 0.26 -3.78 6.13
H -0.61 -4.91 4.56
H -2.31 -5.34 4.71
H -1.12 -4.02 2.60
H -3.13 -2.03 3.92
H -1.40 -1.88 4.05
H -1.87 0.44 2.64
H -3.46 -0.22 2.88
H -2.99 1.61 1.05
H -4.22 0.39 0.82
H -3.25 0.06 -1.21
H -1.85 -0.71 -0.50
H -1.33 1.04 -2.05
H -2.19 2.27 -1.18
H -0.13 0.97 0.60
H -0.31 2.63 0.10
H 1.39 2.61 -1.30
H 0.74 1.28 -2.23
H 1.72 -0.13 -0.10
H 2.77 1.27 -0.04
H 2.84 0.74 -2.75
H 2.78 -0.89 -2.12
H 4.73 1.27 -1.25
H 5.16 0.00 -2.38
H 5.96 -0.38 -0.07
H 4.29 -0.43 0.51
H 4.66 -2.26 -1.76
H 5.91 -2.63 -0.59
H 2.88 -2.80 -0.31
H 4.14 -4.05 -0.08
H 5.57 -3.86 2.26
H 4.75 -3.01 4.63
H 2.49 -1.48 4.19
H 2.20 -1.54 1.50
H 0.01 -1.18 0.36
H 0.33 -2.85 1.89
H -3.54 -2.03 0.50
H -5.14 -4.04 0.43
H -5.72 -3.29 1.90
H -2.91 -5.20 2.09
C -9.67 3.16 -1.07
C -8.43 2.74 -0.29
O -7.91 1.49 -0.78
C -7.14 1.56 -1.86
O -6.85 2.55 -2.45
C -6.63 0.15 -2.22
F -7.60 -0.77 -2.16
F -5.65 -0.24 -1.37
F -6.13 0.11 -3.45
H -10.41 2.37 -1.05
H -10.10 4.06 -0.64
H -9.42 3.35 -2.12
H -8.69 2.58 0.75
H -7.66 3.51 -0.32
C 1.06 -0.97 -7.78
C 2.11 -1.95 -7.31
O 3.36 -1.28 -7.06
C 3.48 -0.68 -5.88
O 2.65 -0.64 -5.02
C 4.88 -0.06 -5.75
F 5.24 0.59 -6.87
F 5.80 -1.00 -5.52
F 4.94 0.82 -4.75
H 1.41 -0.41 -8.65
H 0.14 -1.49 -8.04
H 0.83 -0.24 -7.00
H 2.32 -2.68 -8.09
H 1.79 -2.49 -6.43
C 4.00 3.43 -6.61
C 4.54 3.74 -7.99
O 3.60 4.50 -8.76
C 3.59 5.81 -8.53
O 4.29 6.39 -7.75
C 2.57 6.50 -9.45
F 1.41 5.82 -9.49
F 3.04 6.57 -10.70
F 2.30 7.73 -9.04
H 3.03 2.94 -6.68
H 4.68 2.79 -6.07
H 3.86 4.34 -6.03
H 4.70 2.81 -8.54
H 5.50 4.25 -7.94

Calculated values
Net charge ... +1
HOMO ... -10.2 eV
Kohn-Sham gap ... 5.75 eV

Atomic partial charges in e from the Mulliken method, atoms 1 to 2: number 1, C, carries -1.02; number 2, C, carries -0.24